(1)
{"formula": "C57H52CrGeN3OP2", "method": "ωB97M-V with the def2-TZVPD basis set", "gap_ev": [7.14, 7.14], "e_tot_ev": -169984.2158, "charge": 0, "s2": 3.82, "spin_multiplicity": 4, "symbols": ["Cr", "C", "P", "C", "C", "C", "C", "C", "C", "C", "C", "C", "C", "C", "C", "C", "C", "C", "C", "C", "P", "C", "C", "C", "C", "C", "C", "C", "C", "C", "C", "C", "C", "N", "H", "H", "H", "H", "H", "H", "H", "H", "H", "H", "H", "H", "H", "H", "H", "H", "H", "H", "H", "H", "H", "H", "H", "H", "H", "H", "C", "C", "O", "N", "C", "C", "C", "C", "C", "C", "N", "H", "H", "H", "H", "H", "H", "H", "H", "H", "H", "C", "Ge", "C", "C", "C", "C", "C", "C", "C", "C", "C", "C", "C", "C", "C", "C", "C", "C", "C", "C", "H", "H", "H", "H", "H", "H", "H", "H", "H", "H", "H", "H", "H", "H", "H", "H"], "positions_angstrom": [[1.07739, -0.55408, 0.86884], [0.76878, 0.34378, 4.05078], [-0.08832, 0.93276, 2.52056], [-1.86552, 0.77167, 2.89046], [-2.33415, -0.34417, 3.58364], [-3.69428, -0.50910, 3.80129], [-4.59650, 0.43137, 3.32459], [-4.13588, 1.53657, 2.62305], [-2.77869, 1.70414, 2.40209], [0.20484, 2.73308, 2.56564], [-0.28814, 3.51040, 3.61297], [0.01450, 4.86057, 3.68518], [0.81654, 5.44500, 2.71282], [1.30639, 4.67934, 1.66588], [0.99827, 3.32799, 1.58862], [0.99207, -1.13055, 3.89759], [1.04955, -2.15005, 4.82219], [1.18724, -3.35728, 4.08259], [1.20004, -3.00439, 2.75116], [1.24460, -3.83816, 1.50446], [0.29797, -2.93222, 0.20617], [-1.38816, -3.61913, 0.38065], [-2.02274, -3.57323, 1.62341], [-3.31732, -4.04879, 1.76500], [-4.00246, -4.54807, 0.66361], [-3.38498, -4.57545, -0.57875], [-2.08101, -4.11841, -0.71821], [1.01749, -3.51236, -1.35247], [2.09895, -4.29706, -1.51481], [3.70556, -3.11334, -2.86203], [3.74732, -1.81776, -3.61487], [2.68945, -1.02490, -3.64172], [1.40509, -1.38631, -2.97122], [1.09230, -1.64129, 2.63204], [0.17328, 0.57336, 4.93636], [1.70045, 0.91333, 4.11325], [-1.63244, -1.08565, 3.95264], [-4.04926, -1.37546, 4.34529], [-5.65780, 0.29962, 3.49279], [-4.83617, 2.26537, 2.23557], [-2.42596, 2.56401, 1.84474], [-0.91739, 3.05568, 4.36954], [-0.37450, 5.45843, 4.49941], [1.05098, 6.50045, 2.76955], [1.91419, 5.13704, 0.89567], [1.36866, 2.72395, 0.77022], [0.97639, -2.04769, 5.89417], [1.23994, -4.36098, 4.47623], [0.82761, -4.83187, 1.66857], [2.26333, -3.96265, 1.12121], [-1.49293, -3.17640, 2.48321], [-3.79692, -4.02399, 2.73577], [-5.01631, -4.91137, 0.77353], [-3.91661, -4.96092, -1.43948], [-1.59068, -4.15998, -1.68425], [2.38826, -5.20675, -1.00526], [4.50946, -3.76726, -3.20173], [4.67319, -1.52697, -4.09879], [2.72265, -0.06637, -4.14979], [0.59279, -0.96722, -3.56559], [4.65070, 1.93918, 1.37750], [3.91266, 0.63434, 1.28134], [2.68811, 0.62642, 1.49308], [4.61457, -0.44280, 0.94922], [4.05826, -1.78974, 0.80730], [3.37742, -1.97319, -0.53691], [3.89898, -2.93329, -1.35121], [2.35042, -3.86828, -2.95197], [1.12978, -2.91929, -2.79092], [1.22857, -0.83570, -1.56055], [2.17029, -1.36096, -0.56314], [4.22613, 2.52359, 2.19106], [4.48929, 2.49258, 0.45079], [5.72014, 1.80629, 1.53108], [5.59321, -0.31701, 0.75590], [3.36255, -1.94457, 1.63432], [4.88617, -2.48541, 0.91975], [4.82800, -3.35651, -0.97657], [2.28528, -4.61457, -3.74260], [0.28985, -3.18205, -3.43646], [0.25226, -1.30540, -1.33850], [0.97541, 0.57110, -1.00810], [-0.58740, 1.50690, -1.67814], [-0.32198, 3.42351, -1.37404], [-1.27746, 4.22192, -0.74587], [-1.08072, 5.58862, -0.59441], [0.07656, 6.18306, -1.07547], [1.04515, 5.40230, -1.69040], [0.84828, 4.03503, -1.82907], [-0.83731, 1.23341, -3.62499], [-1.70888, 0.24237, -4.08294], [-1.82164, -0.04319, -5.43757], [-1.06747, 0.66376, -6.36342], [-0.20678, 1.66067, -5.92807], [-0.09517, 1.93882, -4.57189], [-2.33943, 0.95697, -0.99461], [-2.51586, -0.22098, -0.27516], [-3.78430, -0.69828, 0.03190], [-4.90305, 0.01555, -0.36722], [-4.74995, 1.19802, -1.08178], [-3.48019, 1.65367, -1.40344], [1.84761, 1.22962, -1.09577], [-2.18576, 3.77195, -0.36298], [-1.83368, 6.19043, -0.10021], [0.22648, 7.24974, -0.96514], [1.95480, 5.85903, -2.06199], [1.61973, 3.43621, -2.30234], [-2.30796, -0.31848, -3.37346], [-2.50225, -0.81773, -5.76998], [-1.15372, 0.44289, -7.41987], [0.37863, 2.22247, -6.64580], [0.58022, 2.72344, -4.25159], [-1.65053, -0.78788, 0.05230], [-3.89086, -1.62421, 0.58170], [-5.89401, -0.34981, -0.12622], [-5.62129, 1.75473, -1.40496], [-3.37828, 2.55047, -2.00556]], "atomic_forces_ev_per_a": [[0.51, 0.20, -0.25], [-0.08, -0.06, -0.05], [-0.15, 0.22, 0.18], [0.05, -0.08, -0.01], [0.11, -0.01, -0.01], [-0.05, 0.02, -0.02], [0.03, -0.02, 0.02], [-0.01, 0.03, 0.01], [0.03, 0.02, 0.00], [0.02, -0.08, -0.08], [-0.02, -0.02, 0.03], [-0.02, 0.00, 0.01], [0.00, -0.05, -0.02], [0.08, 0.04, 0.03], [0.01, -0.09, 0.06], [0.03, 0.08, 0.01], [-0.04, -0.04, 0.00], [-0.06, 0.00, 0.02], [-0.01, 0.02, 0.01], [0.06, 0.09, -0.03], [-0.29, -0.09, 0.26], [0.09, -0.03, -0.09], [0.06, 0.01, 0.01], [-0.01, 0.00, -0.01], [0.01, 0.02, -0.01], [-0.01, -0.01, 0.02], [0.00, 0.01, -0.01], [-0.20, 0.87, 0.06], [-1.17, -1.65, -0.81], [-0.68, -0.49, 0.27], [0.09, -0.07, -0.06], [-0.03, 0.02, -0.06], [-0.21, -0.04, 0.01], [0.01, -0.08, -0.10], [0.01, 0.03, 0.00], [0.01, -0.01, -0.03], [-0.01, 0.02, 0.01], [0.00, 0.00, 0.00], [0.00, 0.00, 0.00], [0.01, 0.00, 0.00], [-0.01, 0.00, 0.00], [0.00, 0.02, 0.01], [0.00, -0.01, 0.01], [0.00, 0.01, -0.01], [-0.02, -0.04, 0.05], [0.02, 0.01, 0.03], [0.01, 0.00, 0.00], [0.01, 0.00, 0.01], [0.00, -0.01, 0.00], [-0.01, 0.01, -0.01], [-0.01, 0.00, 0.01], [0.01, 0.00, 0.00], [0.00, 0.00, 0.00], [0.01, 0.00, 0.00], [-0.01, 0.00, 0.00], [0.44, 0.24, 0.29], [-0.05, -0.05, -0.04], [0.02, 0.01, 0.02], [0.01, -0.01, 0.00], [-0.03, 0.01, 0.00], [0.01, 0.01, 0.03], [-0.11, 0.12, -0.09], [-0.10, -0.12, 0.13], [0.03, -0.04, 0.09], [-0.08, 0.04, 0.00], [-0.83, -0.43, 0.39], [1.56, 0.89, -0.49], [0.53, 0.30, 0.31], [0.25, 0.35, 0.01], [0.13, 0.13, 0.19], [0.22, 0.12, 0.10], [0.00, -0.01, 0.00], [-0.01, 0.00, 0.00], [0.00, 0.01, -0.01], [0.00, 0.03, -0.03], [-0.02, 0.02, 0.00], [-0.02, -0.02, 0.01], [0.02, 0.02, -0.06], [0.02, 0.06, -0.06], [0.00, -0.15, 0.05], [-0.04, 0.03, -0.01], [-0.21, -0.25, -0.14], [0.02, -0.10, -0.07], [-0.08, 0.06, -0.06], [0.08, 0.03, -0.04], [-0.02, 0.00, -0.01], [-0.04, 0.01, -0.02], [0.02, -0.01, -0.03], [-0.05, 0.03, 0.00], [0.04, 0.02, 0.03], [0.04, 0.07, -0.01], [-0.01, -0.02, 0.02], [-0.01, 0.00, -0.01], [0.01, 0.00, 0.00], [-0.02, -0.03, 0.03], [0.05, -0.04, -0.03], [-0.02, -0.01, 0.03], [0.02, 0.01, -0.02], [0.00, 0.01, -0.01], [-0.02, -0.02, 0.02], [0.03, -0.02, 0.00], [0.03, -0.03, 0.00], [-0.02, 0.01, 0.00], [0.00, 0.00, 0.00], [0.00, 0.01, 0.00], [0.00, 0.00, 0.00], [0.02, 0.01, 0.00], [-0.02, 0.00, 0.01], [0.00, 0.00, 0.00], [0.00, 0.00, 0.00], [0.00, 0.00, 0.00], [0.02, 0.02, -0.02], [0.00, -0.03, 0.01], [0.00, -0.02, 0.02], [0.00, 0.00, 0.00], [0.00, 0.00, 0.00], [-0.01, 0.01, 0.00]]}

(2)
{"formula": "C57H54IN6O3P2S3SiTi", "method": "ωB97M-V with the def2-TZVPD basis set", "gap_ev": [6.98, 7.01], "e_tot_ev": -165248.7505, "charge": 0, "relative_energy_kcal_mol": 15.4, "s2": 0.76, "spin_multiplicity": 2, "symbols": ["Ti", "C", "Si", "C", "C", "C", "C", "C", "C", "P", "C", "C", "C", "C", "C", "C", "C", "C", "C", "C", "C", "C", "C", "C", "C", "C", "C", "C", "P", "C", "C", "C", "C", "C", "C", "C", "C", "C", "C", "C", "C", "H", "H", "H", "H", "H", "H", "H", "H", "H", "H", "H", "H", "H", "H", "H", "H", "H", "H", "H", "H", "H", "H", "H", "H", "H", "H", "H", "H", "H", "H", "H", "S", "C", "C", "C", "C", "C", "N", "H", "H", "H", "H", "C", "N", "C", "C", "O", "N", "C", "C", "H", "H", "H", "H", "H", "H", "H", "H", "H", "H", "H", "H", "I", "C", "C", "N", "N", "C", "H", "H", "H", "O", "S", "O", "N", "C", "S", "C", "C", "C", "C", "C", "C", "H", "H", "H", "H"], "positions_angstrom": [[0.77857, -0.19016, -0.27566], [1.32898, 3.55033, -0.86752], [0.09988, 2.32192, -0.09766], [-0.17624, 3.12107, 1.65164], [0.62941, 4.20440, 2.03139], [0.45990, 4.86746, 3.23828], [-0.52931, 4.45918, 4.12015], [-1.33033, 3.38237, 3.78188], [-1.16217, 2.71539, 2.56893], [-2.19544, 1.27202, 2.12862], [-2.33839, 0.34418, 3.70890], [-3.20347, 0.68612, 4.75040], [-3.24378, -0.06684, 5.91278], [-2.41995, -1.17773, 6.05630], [-1.55894, -1.53131, 5.02997], [-1.52223, -0.77491, 3.86496], [-3.87258, 2.00464, 1.98138], [-4.99750, 1.19846, 2.15956], [-6.27263, 1.71440, 1.98528], [-6.44421, 3.03803, 1.59968], [-5.33148, 3.83984, 1.39404], [-4.05504, 3.32896, 1.59070], [-1.46791, 2.91573, -1.04569], [-1.77781, 4.28278, -0.95982], [-2.74297, 4.86813, -1.75619], [-3.43022, 4.09743, -2.68975], [-3.15715, 2.74815, -2.78493], [-2.19857, 2.15113, -1.95730], [-1.93252, 0.33993, -2.04630], [-3.61427, -0.32081, -1.70210], [-4.65951, 0.44498, -1.19844], [-5.91266, -0.12457, -0.98885], [-6.13281, -1.46342, -1.26212], [-5.08516, -2.24796, -1.73055], [-3.83963, -1.68214, -1.93607], [-1.84314, 0.09906, -3.87364], [-0.61764, 0.42820, -4.44166], [-0.40043, 0.32060, -5.80564], [-1.42413, -0.13160, -6.62680], [-2.65535, -0.46044, -6.07464], [-2.86869, -0.34585, -4.70620], [0.99254, 4.57761, -0.72085], [2.33718, 3.45730, -0.45619], [1.37645, 3.38770, -1.94551], [1.41898, 4.53609, 1.37365], [1.10488, 5.70032, 3.49098], [-0.66978, 4.96625, 5.06660], [-2.09102, 3.05400, 4.47902], [-3.87852, 1.52699, 4.64362], [-3.92323, 0.21195, 6.70852], [-2.45559, -1.76579, 6.96455], [-0.91523, -2.39643, 5.12828], [-0.84039, -1.05419, 3.07161], [-4.87868, 0.15847, 2.44431], [-7.13463, 1.07796, 2.14277], [-7.43971, 3.44159, 1.46512], [-5.45321, 4.87031, 1.08447], [-3.19559, 3.96654, 1.43455], [-1.24165, 4.90156, -0.24713], [-2.95534, 5.92658, -1.66308], [-4.17077, 4.54873, -3.33799], [-3.69707, 2.14512, -3.50629], [-4.51018, 1.49216, -0.96780], [-6.71527, 0.49236, -0.60654], [-7.10886, -1.90134, -1.09640], [-5.23858, -3.30101, -1.92987], [-3.03364, -2.30626, -2.29961], [0.16789, 0.78785, -3.79202], [0.56675, 0.58562, -6.21240], [-1.26705, -0.21832, -7.69452], [-3.46040, -0.80591, -6.71139], [-3.83850, -0.60249, -4.30197], [2.89104, -2.90512, 1.04911], [2.39027, -1.69341, 2.17370], [3.08603, -1.56329, 3.40002], [2.77816, -0.56441, 4.28442], [1.74992, 0.33109, 3.97002], [1.11007, 0.15874, 2.77556], [1.39922, -0.81582, 1.88400], [3.87945, -2.26956, 3.59621], [3.33032, -0.46444, 5.21079], [1.45544, 1.13532, 4.62921], [0.30683, 0.82624, 2.49822], [0.96362, -3.68491, -4.67594], [0.63313, -3.15125, -3.36570], [-0.78214, -3.06521, -3.06814], [1.53678, -2.50985, -2.58370], [1.16476, -1.61483, -1.80026], [2.83377, -2.90424, -2.70573], [3.16953, -4.32269, -2.66145], [3.89818, -2.01744, -2.25866], [0.33678, -3.19261, -5.42319], [0.78249, -4.76180, -4.72645], [2.00386, -3.48329, -4.90975], [-1.20986, -4.06993, -3.00705], [-1.30353, -2.50477, -3.84807], [-0.91967, -2.55985, -2.11670], [2.29403, -4.93245, -2.85863], [3.55366, -4.57828, -1.66989], [3.93523, -4.55343, -3.40470], [3.76525, -1.04475, -2.71857], [3.93270, -1.92855, -1.17152], [4.84123, -2.43211, -2.61474], [-4.25879, -3.84810, 1.40189], [-2.40690, -3.15971, 0.83000], [-1.23047, -3.87293, 0.73680], [-0.27706, -3.01118, 0.36828], [-0.75316, -1.75083, 0.27608], [-2.05470, -1.84242, 0.52905], [-1.01414, -4.91385, 0.90919], [0.75944, -3.15948, 0.46973], [-2.69397, -0.97669, 0.51303], [1.91047, 2.50010, -4.27254], [2.68741, 1.38907, -3.80788], [2.73855, 0.20172, -4.61862], [2.24782, 0.96170, -2.25683], [3.25840, 1.10386, -1.44094], [3.11204, 0.63951, 0.17220], [4.50296, 1.65717, -2.03923], [5.71680, 1.91926, -1.43108], [6.73795, 2.43734, -2.21802], [6.54303, 2.68268, -3.57576], [5.32427, 2.41045, -4.18556], [4.32593, 1.89663, -3.38536], [5.85262, 1.72637, -0.37456], [7.69876, 2.65505, -1.77064], [7.35320, 3.09044, -4.16580], [5.16383, 2.60083, -5.23827]], "atomic_forces_ev_per_a": [[0.51, -1.02, -0.10], [0.08, -0.05, -0.16], [-0.30, 0.74, 0.19], [0.07, 0.00, -0.01], [-0.02, -0.09, 0.04], [0.00, -0.05, -0.01], [0.02, 0.00, 0.00], [-0.01, -0.03, 0.05], [0.00, 0.11, -0.03], [-0.30, -0.02, -0.17], [0.00, 0.02, 0.01], [-0.08, -0.03, 0.00], [0.03, -0.03, 0.01], [-0.01, 0.04, 0.00], [0.00, 0.04, -0.02], [-0.12, -0.11, 0.01], [0.10, 0.01, 0.06], [-0.04, -0.04, -0.01], [0.03, 0.01, -0.02], [0.00, -0.02, 0.01], [0.02, -0.01, -0.02], [-0.01, 0.00, -0.02], [0.04, -0.08, 0.00], [-0.03, -0.02, 0.04], [-0.02, -0.01, 0.00], [0.01, 0.00, 0.00], [-0.02, -0.02, 0.00], [-0.07, -0.06, 0.00], [0.06, 0.35, -0.18], [0.08, -0.05, 0.00], [0.01, 0.04, 0.01], [-0.01, -0.03, 0.01], [0.01, 0.04, 0.01], [0.01, 0.04, -0.05], [-0.08, 0.00, -0.14], [0.02, -0.01, 0.12], [0.06, -0.02, 0.08], [0.01, -0.01, -0.01], [-0.01, 0.00, 0.03], [0.00, -0.02, 0.02], [-0.01, 0.03, 0.01], [-0.02, 0.02, 0.03], [-0.02, 0.01, -0.02], [0.01, 0.01, 0.03], [0.03, 0.03, -0.03], [0.01, -0.01, 0.00], [-0.01, 0.00, -0.01], [-0.02, -0.02, -0.02], [0.05, 0.02, -0.01], [0.00, -0.01, 0.00], [0.00, 0.00, 0.00], [0.00, 0.00, 0.00], [-0.22, -0.14, 0.04], [0.00, 0.00, 0.01], [0.00, -0.01, 0.01], [0.00, 0.00, -0.01], [0.01, 0.00, 0.01], [0.03, 0.02, 0.01], [0.01, 0.00, -0.01], [0.01, 0.00, 0.00], [-0.01, 0.00, 0.01], [0.01, -0.01, 0.00], [-0.01, 0.00, 0.00], [0.01, 0.00, 0.01], [-0.01, 0.00, -0.01], [0.01, 0.01, 0.00], [-0.04, 0.02, 0.00], [-0.01, -0.02, -0.04], [-0.01, 0.00, 0.01], [0.00, -0.01, 0.00], [0.00, 0.00, 0.00], [-0.02, 0.00, 0.05], [-0.60, 0.04, -0.04], [0.25, -0.09, -0.04], [-0.08, -0.06, 0.03], [-0.03, 0.05, -0.03], [0.08, 0.00, 0.06], [0.04, -0.04, -0.09], [0.04, 0.39, -0.25], [-0.01, -0.01, 0.02], [0.00, -0.02, 0.00], [0.00, 0.01, 0.00], [0.18, -0.02, -0.07], [-0.01, -0.03, 0.07], [-0.01, -0.03, -0.04], [0.06, 0.02, -0.03], [-0.05, -0.16, -0.08], [0.03, 0.37, 0.24], [-0.08, -0.03, 0.08], [0.02, 0.06, -0.07], [0.03, 0.05, 0.06], [-0.01, 0.00, -0.01], [0.01, -0.01, 0.00], [0.02, 0.01, 0.00], [-0.01, -0.01, -0.01], [0.02, -0.01, 0.01], [0.01, -0.01, -0.03], [-0.03, -0.02, 0.01], [0.01, 0.01, 0.00], [-0.01, -0.01, -0.01], [0.01, -0.05, -0.01], [-0.02, -0.01, -0.02], [-0.01, 0.00, -0.02], [0.06, -0.02, 0.06], [0.05, -0.10, 0.06], [-0.12, -0.05, -0.05], [0.58, -0.06, 0.50], [-0.05, -0.37, -0.11], [0.03, 0.18, 0.20], [0.01, 0.01, 0.01], [-0.23, 0.19, -0.22], [0.12, -0.01, 0.03], [-0.03, -0.01, -0.02], [0.01, -0.04, 0.17], [-0.05, 0.02, -0.07], [-0.01, 0.15, -0.22], [-0.01, 0.03, 0.11], [-0.02, 0.16, -0.02], [-0.07, -0.06, 0.06], [0.05, 0.04, 0.01], [-0.03, -0.01, 0.00], [0.03, 0.00, 0.02], [-0.02, 0.02, -0.01], [0.03, -0.03, -0.03], [0.00, 0.00, -0.01], [0.00, 0.00, -0.01], [0.00, 0.00, 0.01], [0.00, -0.02, 0.00]]}